# 1
Entry from the OMol25 dataset: a molecular structure, C19H33AlCl2N4O4 (ωB97M-V/def2-TZVPD).

Its HOMO energy is -6.08 eV. The calculation puts the molar mass at 479.38 g/mol.

```
! wB97M-V def2-TZVPD RIJCOSX def2/J DEFGRID3
* xyz 0 1
C 2.990 2.694 1.851
H 6.204 -1.519 -1.338
C -2.466 1.632 -4.142
H 1.651 -2.152 0.554
N -1.054 -3.356 -0.446
H 0.830 -4.234 -0.214
N -2.250 2.031 -2.754
H 4.397 0.128 -1.824
C 1.250 2.568 -0.791
C -1.615 -3.934 0.768
H -0.191 -4.967 -1.494
H 3.450 -3.798 1.081
H 0.200 2.537 -0.415
C 2.922 -0.926 -0.645
H 1.192 2.437 -1.856
H 4.039 2.960 1.899
H 1.660 3.536 -0.506
C 2.660 -2.028 0.152
O -1.940 -1.245 -0.187
C 1.806 0.105 -0.917
H -1.916 2.308 -4.814
H 0.578 -3.363 -1.769
O 0.552 -0.379 -0.606
N -3.495 1.233 3.447
H -1.292 -2.021 -2.010
Al -0.656 0.093 0.661
H -2.405 2.865 2.642
H -4.099 3.188 3.045
C -2.658 3.381 -2.364
C 3.677 -2.946 0.442
C -1.469 -2.158 -0.909
H 2.411 3.544 1.485
H -3.537 1.679 -4.387
N -3.176 -1.022 2.904
H -2.413 -3.281 1.136
H -2.313 4.087 -3.130
C -1.646 1.213 -1.869
H -0.815 -4.005 1.517
H -2.652 -1.713 2.402
H 5.743 -3.483 0.133
H -2.099 0.602 -4.270
H -2.003 -4.935 0.540
C 4.951 -2.766 -0.088
O -1.964 0.656 1.903
H -3.888 -1.272 3.548
H 2.654 2.456 2.870
H -3.752 3.430 -2.298
C 0.110 -4.020 -1.022
C -3.197 2.676 3.350
C 5.212 -1.661 -0.911
Cl 0.400 1.811 1.761
C 2.062 1.442 -0.216
H 3.313 0.554 1.283
H -1.216 0.281 -2.329
C -2.839 0.294 2.733
Cl 0.016 -1.394 2.274
C 2.822 1.488 0.961
H -2.903 3.026 4.331
H -4.209 0.945 4.079
C 4.204 -0.742 -1.190
O -1.525 1.450 -0.635
H -2.207 3.619 -1.401
H 1.904 0.371 -2.004
*
```

# 2
Entry from the OMol25 dataset: a molecular structure, C19H33Cl2N4O4Ti (ωB97M-V/def2-TZVPD).

Its HOMO energy (alpha / beta) is -0.04 / -3.96 eV. As for the expectation value of S²: 2.024. The calculation puts the molar mass at 500.27 g/mol.

```
! wB97M-V def2-TZVPD RIJCOSX def2/J DEFGRID3
* xyz -1 3
H -0.278 -5.987 -0.816
C 1.215 3.492 -7.558
H -1.852 1.201 -8.233
C 4.780 1.077 -0.905
C 0.727 -0.562 2.945
H 0.443 4.748 -9.148
C -0.776 -5.142 -1.305
H -3.523 1.359 3.080
H -1.658 2.538 -0.922
H 1.141 1.993 3.187
N 3.670 0.180 -1.172
H 2.082 4.120 -7.371
C -2.430 1.801 -0.657
C 1.019 2.350 -6.781
C -1.893 0.808 0.302
H -3.280 2.353 -0.229
C -0.805 3.012 -8.802
H 1.740 2.061 -6.013
H -1.515 3.272 -9.590
C -0.484 -2.873 -0.556
Ti 0.083 -0.025 -0.182
H 0.100 -2.718 -1.473
N 1.109 0.090 4.062
H 2.337 1.725 4.482
H -4.426 0.162 2.210
H -1.436 -5.170 1.391
C -2.421 0.453 1.460
H 0.627 1.940 4.902
H 5.595 0.872 -1.607
H -1.731 -5.485 -1.720
O -0.647 -1.908 0.267
H 5.122 0.917 0.121
H 2.654 1.073 -2.790
O 0.172 0.211 -4.977
O 1.925 -0.999 -0.307
N -1.004 -4.071 -0.346
H 2.441 -0.681 -2.675
H -2.770 1.336 -1.594
H 4.012 -0.006 -3.223
H -1.938 -0.276 2.108
C -1.885 -4.373 0.784
Cl 0.975 2.079 -0.264
H -2.047 -3.486 1.401
H 0.281 -2.432 2.230
H -4.182 1.765 1.489
O 0.525 0.051 1.855
C -0.120 1.553 -6.982
C 3.160 0.131 -2.548
C -1.007 1.867 -8.028
H -1.196 -0.274 -6.378
N 0.575 -1.907 3.037
H 4.456 2.119 -1.018
H 3.567 -0.447 0.808
H 0.743 -2.380 3.919
C -3.695 0.969 2.069
C -0.401 0.423 -6.037
C 1.312 1.524 4.157
C 0.301 3.840 -8.560
C 3.057 -0.447 -0.173
H 1.212 -0.476 4.894
H -2.846 -4.737 0.402
Cl -0.409 -0.255 -2.325
H -0.142 -4.761 -2.110
*
```

# 3
Entry from the OMol25 dataset: 3 unconnected molecules or ions with the total composition C19H33F5NO2S (ωB97M-V/def2-TZVPD).

Its HOMO energy is -13.18 eV. The calculation puts the molar mass at 434.53 g/mol.

```
! wB97M-V def2-TZVPD RIJCOSX def2/J DEFGRID3
* xyz 1 1
S 1.775 4.298 -3.224
H 0.680 0.673 1.180
N 1.249 3.645 -0.615
C -0.464 -2.894 -2.770
C 1.412 1.693 -2.127
C -0.563 1.347 4.214
H 0.724 0.368 6.526
H 0.315 -5.345 -4.012
C -1.441 0.508 6.491
H -0.089 -1.723 5.360
H 1.283 4.657 -0.448
C 0.909 1.338 0.321
H -1.121 -2.439 -3.519
H 1.157 -3.240 -4.169
H -0.135 2.886 5.695
C 1.999 -3.198 -2.185
H -1.346 3.352 4.489
C 1.112 0.770 -1.025
H -0.621 -2.320 -1.847
C 0.983 2.831 0.454
H -1.948 -4.337 -2.210
C -1.667 0.618 4.981
H -1.456 -5.597 -5.727
H -2.287 -0.034 6.927
H 0.831 3.256 1.478
F -1.908 4.133 -4.987
H 1.165 -1.657 -3.421
H 0.369 3.294 4.057
C -0.064 -1.636 6.449
H -1.309 -3.896 -5.298
C -0.142 -0.185 6.904
H 3.016 -3.029 -2.544
H 1.895 -4.264 -1.982
F -1.472 4.822 -2.921
H 1.878 -2.654 -1.243
F 0.300 5.728 -4.839
H -0.339 -4.747 -1.672
C -1.042 4.007 -3.932
H -0.892 -2.218 6.858
F -1.134 2.711 -3.514
H 1.050 -0.329 -1.217
C 0.987 -2.721 -3.223
H -2.646 -4.860 -4.652
C -1.585 -4.880 -4.914
H -0.794 1.328 3.141
C 0.381 4.415 -4.468
H 0.867 -2.091 6.792
C -0.414 2.803 4.644
H -2.618 1.132 4.809
C -0.898 -4.340 -2.520
H 0.394 0.827 4.328
H -0.068 -0.156 7.995
C 1.456 3.117 -1.870
C -0.736 -5.280 -3.715
F 0.739 3.697 -5.564
H -1.788 -0.383 4.555
H 1.606 1.355 -3.172
O 2.984 3.986 -3.975
H -1.026 -6.288 -3.402
O 1.963 5.640 -2.662
H -1.467 1.507 6.937
*
```

# 4
Entry from the OMol25 dataset: a molecular structure, C19H33FMoN4O6P (ωB97M-V/def2-TZVPD).

Its HOMO energy is -17.98 eV. The calculation puts the molar mass at 559.41 g/mol.

```
! wB97M-V def2-TZVPD RIJCOSX def2/J DEFGRID3
* xyz 3 1
C -2.483 -2.994 3.293
C -1.640 2.425 2.171
H 4.187 -1.618 -3.360
H 1.121 0.734 -4.982
C -2.467 2.647 -0.144
C 4.357 -0.654 -0.781
H -3.243 2.191 -0.760
H 1.866 2.572 -1.840
H -1.628 -2.620 1.399
C -0.907 -1.197 2.889
C 3.530 -2.081 -2.624
H 1.403 -2.466 -0.125
N -2.095 1.695 0.954
H -4.184 1.300 1.187
N 1.680 0.769 -2.960
H -2.849 3.583 0.263
O 0.464 2.113 1.201
H -3.107 0.396 2.265
H -1.494 1.685 2.956
H 1.348 2.445 0.986
H 2.977 2.428 -3.222
C -0.357 3.131 1.851
H -0.668 -0.274 -3.101
N 0.433 -1.142 -1.498
H -0.334 -0.044 4.649
P 1.887 -0.176 -1.688
H 0.651 0.185 2.623
O -4.045 -1.100 -0.046
C -1.262 2.882 -1.013
C 0.655 -2.502 -0.912
H 2.643 -2.468 -3.124
C -0.956 -0.851 4.277
H -0.106 -1.945 -3.391
O -0.827 3.898 -1.421
C -1.685 -2.301 2.430
Mo -0.313 0.375 0.064
H 4.046 -2.922 -2.165
H -2.400 3.135 2.506
H 2.854 0.467 -4.705
O 1.677 0.614 -0.362
H 4.823 -1.525 -0.324
H 0.135 3.483 2.756
H 1.683 -0.826 -4.391
C -0.513 -1.251 -2.656
C -1.763 -1.528 5.148
H 0.447 -0.995 1.195
O -0.660 1.654 -1.271
C -3.219 0.798 1.255
H 5.072 -0.170 -1.445
H 0.986 -3.185 -1.692
H 1.244 2.756 -3.478
N 3.172 -1.120 -1.552
H -0.298 -2.860 -0.527
O -1.821 -0.600 -0.112
C -2.519 -2.588 4.638
H -3.070 -3.848 2.981
H -0.486 3.971 1.171
H -1.453 -1.649 -2.286
C 1.968 2.225 -2.863
F -3.286 -3.247 5.453
C -3.209 -0.379 0.314
H -1.814 -1.290 6.202
C 1.852 0.247 -4.339
C -0.064 -0.422 2.077
H 4.061 0.034 0.005
*
```

# 5
Entry from the OMol25 dataset: a gas-phase ion, C19H33N2O2 (charge +1) (ωB97M-V/def2-TZVPD).

Its HOMO energy is -12.02 eV. As for the energy above the lowest of the compared OMol25 structures with the same formula, charge and spin: 1.5 kcal per mole. The SMILES is CC[NH+](CC)CCN[C@@H](C(=O)OCCC(C)C)c1ccccc1. The calculation puts the molar mass at 321.49 g/mol.

```
! wB97M-V def2-TZVPD RIJCOSX def2/J DEFGRID3
* xyz 1 1
H 1.680 -4.900 0.396
C 1.329 -2.811 0.668
C 1.624 -3.936 -0.084
H -3.109 0.310 0.714
C -0.097 4.326 1.183
N 1.922 0.726 0.651
C -3.531 -1.720 0.093
C 0.931 -0.324 0.860
H -4.579 -1.419 0.145
H 1.154 -2.904 1.730
C -3.354 -2.673 -1.099
H 0.729 4.707 -1.578
H -1.524 -3.532 -0.317
H -3.846 -2.804 -3.193
C 1.258 -1.567 0.059
H -1.313 3.358 2.713
H -1.845 -3.918 -2.007
H -0.301 4.867 0.260
C -0.440 0.159 0.390
C 2.364 1.461 1.819
H 1.412 -0.490 -1.787
H 2.788 3.081 -0.016
O -0.632 1.278 -0.061
N 0.903 3.273 0.872
C -1.908 -3.136 -1.255
H 3.378 1.821 1.639
H -2.623 -0.033 -0.957
H -3.287 -2.250 1.015
H 1.965 3.405 2.692
H -1.264 -2.319 -1.569
H -3.970 -3.551 -0.880
C 1.962 3.789 -0.028
C -2.688 -0.453 0.050
H 2.074 -4.701 -2.031
H 2.315 4.749 0.357
H -1.790 3.005 1.042
H 0.842 -0.595 1.923
H 2.306 4.156 -2.108
C 1.773 -2.584 -2.058
C 1.430 2.654 2.107
H -2.138 4.575 1.759
H 0.405 2.482 0.358
C -1.409 3.771 1.713
H 0.573 2.307 2.684
H 1.033 2.980 -1.793
H 0.348 5.020 1.900
H 2.711 0.338 0.149
H 1.940 -2.492 -3.120
C -3.866 -2.060 -2.401
C 1.846 -3.824 -1.446
C 1.478 -1.458 -1.309
H 2.400 0.840 2.727
C 1.467 3.919 -1.460
H -3.247 -1.223 -2.718
O -1.359 -0.753 0.514
H -4.889 -1.710 -2.288
*
```

# 6
Entry from the OMol25 dataset: a molecular structure, C19H33N3O6STi (ωB97M-V/def2-TZVPD).

Its HOMO energy (alpha / beta) is -17.89 / -17.91 eV. As for the expectation value of S²: 0.752. As for the energy above the lowest of the compared OMol25 structures with the same formula, charge and spin: 12.3 kcal per mole. The calculation puts the molar mass at 479.42 g/mol.

```
! wB97M-V def2-TZVPD RIJCOSX def2/J DEFGRID3
* xyz 3 2
C 1.765 2.511 -0.881
C 3.115 0.345 1.460
C 1.997 -0.665 -2.635
H -0.272 3.950 -1.105
H 0.621 2.522 1.996
C -1.818 2.911 0.000
H 4.756 -2.660 1.121
C -0.368 -2.928 -0.945
C -1.625 0.160 -2.345
O 0.496 2.187 -0.313
N -3.625 -0.271 -1.623
H 2.520 2.284 -0.120
H 2.868 1.348 1.766
N -1.529 -0.094 -0.990
H -2.724 2.782 -0.603
H -4.152 -0.190 1.005
C -0.449 -3.074 0.573
C -2.922 0.051 -2.742
H 1.634 -2.790 -2.744
H -0.411 -0.154 3.952
H -1.900 3.865 0.527
C 4.126 -1.792 1.137
H -1.700 3.232 2.498
H 1.828 3.578 -1.126
H -3.467 -1.794 0.821
O 1.433 0.375 -1.836
H 1.247 -0.603 3.481
H 2.403 -2.415 -0.003
H -1.340 -2.670 -1.390
O -1.772 1.839 0.928
H 0.216 1.931 3.629
H -0.836 2.458 -1.896
O 0.573 -1.886 -1.191
H -2.488 -0.476 1.518
Ti 0.277 -0.017 0.045
C -3.236 -0.728 0.771
S 4.593 -0.360 1.941
H -3.373 0.167 -3.707
O 0.211 0.511 2.080
C 2.010 1.653 -2.125
C 1.067 -1.874 -2.530
C -1.494 2.179 2.281
C 2.902 -1.646 0.562
H 1.529 2.072 -3.018
H -4.626 -0.412 -1.581
H -0.776 0.401 -2.956
H 0.394 -3.681 0.934
C -0.027 1.845 2.566
H 3.085 1.562 -2.321
C -0.315 -1.823 2.576
H -1.318 -2.042 2.971
H -0.030 -3.875 -1.384
H -1.385 -3.568 0.866
H 0.231 -1.801 -3.237
C -2.773 -0.360 -0.587
C 0.215 -0.481 3.116
H 0.355 -2.633 2.895
H 2.072 -0.340 -3.680
C -0.585 2.914 -0.933
O -0.367 -1.767 1.150
H -2.155 1.565 2.904
N 2.317 -0.423 0.738
H 3.002 -0.903 -2.261
*
```

# 7
Entry from the OMol25 dataset: 5 unconnected molecules or ions with the total composition C19H34Cl9N2O3P (ωB97M-V/def2-TZVPD).

Its HOMO energy is -10.45 eV. The SMILES is CC[C@H](C)[C@](C#N)([C@H](C#N)CCCCl)P(=O)(O)O.ClCCCl.ClCCCl.ClCCCl.ClCCCl. The calculation puts the molar mass at 688.54 g/mol.

```
! wB97M-V def2-TZVPD RIJCOSX def2/J DEFGRID3
* xyz 0 1
H 0.639 3.021 1.200
C 2.859 -2.015 -0.631
C 2.734 3.271 0.770
H -5.164 -2.858 4.046
C -1.158 -0.364 3.818
H 0.848 -1.889 0.011
Cl -3.967 5.465 2.938
H 0.459 1.536 -1.027
C 1.116 0.864 -3.439
H 2.158 0.363 -1.748
N -0.395 -2.537 -3.976
Cl -1.552 -1.519 5.116
Cl -1.892 2.816 2.469
C 0.773 -1.201 -2.060
H -2.045 -0.281 3.195
C -6.310 -1.216 4.848
H -3.797 3.205 1.147
C 3.051 -0.666 -3.395
N 0.572 1.685 -4.022
H 3.465 -2.243 -1.512
H 3.061 2.394 1.328
C 0.998 -3.611 -1.179
H 3.511 4.030 0.802
C 1.795 -0.165 -2.630
H 1.541 3.942 2.407
H 4.091 -0.911 0.768
H -2.426 -0.276 -2.411
Cl 2.565 2.777 -0.944
H 1.459 -3.994 -2.092
H -2.292 3.544 0.271
H 1.875 -2.840 -5.826
O -1.607 0.241 -2.383
C -2.823 3.682 1.212
H -0.142 -1.824 2.603
P -0.688 -0.342 -1.225
H 3.884 -0.698 -2.692
Cl 0.879 5.270 0.580
H -6.702 -0.256 4.523
H -6.434 -2.236 2.976
C -2.941 5.153 1.513
C 1.355 -2.143 -0.922
H 3.937 -2.409 -4.264
Cl 1.560 -0.762 3.855
O -0.083 0.932 -0.493
H 2.490 -0.197 0.528
H -3.403 5.657 0.666
C 2.268 -1.881 -5.495
H 1.446 -1.168 -5.498
Cl -4.472 -0.963 2.839
H -0.082 -3.756 -1.211
H 3.777 -0.017 -0.691
H 3.065 -2.822 0.077
Cl 3.445 -1.343 -6.730
H -1.966 5.595 1.702
Cl -5.167 -0.915 6.181
H 2.387 -2.739 -3.536
C -5.672 -1.960 3.703
C 1.428 3.754 1.340
H -7.125 -1.813 5.255
C 0.125 -1.953 -3.141
H 0.097 -0.143 2.123
C 3.318 -0.703 0.028
C 2.933 -1.999 -4.129
O -1.400 -1.246 -0.317
H 3.321 0.100 -4.128
H -0.964 0.600 4.283
H 1.381 -4.207 -0.347
C -0.001 -0.813 2.972
*
```

no.,maximum force (eV Å⁻¹),total energy (Ha)
1,3.6,-2426.78154
2,3.5,-3033.72405
3,6.3,-1846.16633
4,1.6,-1922.73960
5,0.8,-1003.58490
6,1.3,-2606.27535
7,0.7,-5562.79833